[1]
Density functional theory data (the ωB97M-V functional and the def2-TZVPD basis) for a molecular structure, C25H32CrN7O5S in a non-equilibrium geometry.

Output
HOMO level (spin up / spin down) = -1.01 / -3.62 eV
Expectation value of S² = 6.061
Total charge = -1
Frontier orbital gap (spin up / spin down) = 2.90 / 5.52 eV
Multiplicity = 5

```
71
C25H32CrN7O5S (the ωB97M-V functional and the def2-TZVPD basis)
Cr -0.8649 1.2454 0.1552
C -1.5303 3.8379 1.7311
N -1.4457 2.4105 1.6644
C -1.9509 1.6883 2.7186
C -1.8069 0.2826 2.6248
C -2.0266 -0.8044 3.4792
C -1.5624 -1.9546 2.7971
C -1.0791 -1.5321 1.5716
N -1.2308 -0.1797 1.4561
C -2.9174 4.4323 1.5313
C -3.7810 3.9248 0.5655
C -5.0455 4.4671 0.3927
C -5.4669 5.5347 1.1770
C -4.6115 6.0514 2.1385
C -3.3493 5.4970 2.3144
H -0.8640 4.2480 0.9646
H -1.1630 4.2005 2.7081
H -2.4085 2.1800 3.5700
H -2.4525 -0.7634 4.4705
H -1.5759 -2.9734 3.1569
H -0.6518 -2.1168 0.7712
H -3.4737 3.0712 -0.0257
H -5.7094 4.0389 -0.3486
H -6.4605 5.9482 1.0512
H -4.9299 6.8801 2.7607
H -2.6896 5.8956 3.0787
O -3.8318 -0.8144 -4.3831
C -2.5620 -0.8966 -4.7043
O -2.1670 -1.2574 -5.7936
C -1.5989 -0.4995 -3.6452
C -0.2366 -0.5116 -3.7730
N 0.2894 -0.0307 -2.6219
N -0.6879 0.1877 -1.7067
C -1.8250 -0.0552 -2.3254
C -3.0962 0.3158 -1.6172
O -4.1691 -0.0093 -2.1710
O -2.9303 0.9475 -0.5518
H -3.9620 -0.4175 -3.4446
H 0.3740 -0.7852 -4.6166
H 1.2000 -0.3172 -2.2833
N 1.5189 3.7953 -2.1748
C 0.9872 2.9220 -1.2843
O -0.2316 2.8999 -1.1035
C 1.9190 2.0338 -0.5037
C 1.1526 1.4327 0.6818
H 0.8830 4.2753 -2.7908
H 2.4659 3.6642 -2.4830
H 2.8058 2.6236 -0.2354
H 2.2769 1.2429 -1.1730
H 1.2323 2.1176 1.5291
H 1.6102 0.4908 0.9899
C 2.6766 -6.8104 -0.2696
C 3.1154 -5.4246 -0.7048
N 2.5356 -4.4046 0.1811
C 2.9448 -3.0953 -0.0603
S 1.9202 -1.9522 -0.6740
N 4.2397 -2.8262 0.2317
C 5.0213 -3.5484 1.2322
C 6.4684 -3.7070 0.7887
H 3.1260 -7.5693 -0.9103
H 1.5921 -6.9098 -0.3346
H 2.9735 -7.0000 0.7622
H 2.8161 -5.2356 -1.7423
H 4.2020 -5.3370 -0.6575
H 1.5231 -4.4247 0.1404
H 4.4447 -1.8421 0.1337
H 4.5545 -4.5182 1.3784
H 4.9754 -3.0160 2.1864
H 6.5164 -4.2034 -0.1813
H 7.0256 -4.3023 1.5126
H 6.9599 -2.7371 0.6974
```

---

[2]
Density functional theory data (the ωB97M-V functional and the def2-TZVPD basis) for a molecular structure, C25H32F4N3O6PS2Ti.

Output
HOMO level = -8.08 eV
Total charge = 0
Frontier orbital gap = 7.07 eV

```
74
C25H32F4N3O6PS2Ti (the ωB97M-V functional and the def2-TZVPD basis)
Ti -0.2182 -0.0131 -0.0234
C 2.6884 -1.9913 2.2916
C 2.4711 -0.4962 2.1468
N 2.1077 -0.0165 0.7897
C 2.9545 -0.6538 -0.2556
C 4.4560 -0.4291 -0.1312
C 2.2738 1.4488 0.8013
C 1.7669 2.0837 -0.4890
N 0.7827 1.2208 -1.1474
C 0.6482 1.3733 -2.5245
C 0.0258 0.3431 -3.2180
F -0.4207 -0.6837 -2.4576
C -0.1973 0.3596 -4.5734
F -0.8172 -0.6823 -5.1425
C 0.2129 1.4393 -5.3335
C 0.8223 2.4803 -4.6668
F 1.2200 3.5611 -5.3502
C 1.0334 2.4711 -3.2949
F 1.5614 3.5746 -2.7395
H 2.7346 -2.2363 3.3532
H 3.6282 -2.3108 1.8434
H 1.9053 -2.5994 1.8482
H 3.3884 0.0181 2.4626
H 1.6914 -0.1479 2.8271
H 2.6034 -0.2903 -1.2218
H 2.7230 -1.7194 -0.2384
H 4.7300 0.6232 -0.1919
H 4.9571 -0.9346 -0.9567
H 4.8674 -0.8315 0.7939
H 3.3203 1.7251 0.9682
H 1.7135 1.8247 1.6565
H 2.5996 2.2607 -1.1734
H 1.3266 3.0546 -0.2433
H 0.0510 1.4741 -6.3990
O -1.0397 2.3047 3.2013
C -0.8749 1.3904 2.4397
O -0.5695 1.4785 1.1571
C -0.9648 -0.0576 2.8593
C -1.4183 -0.5823 4.0568
C -1.4847 -1.9679 4.1711
C -1.1069 -2.7888 3.1123
C -0.6539 -2.1742 1.9587
N -0.5817 -0.8591 1.8854
C -0.2071 -2.8192 0.6690
O -0.1173 -4.0076 0.5217
O 0.0998 -1.8916 -0.2272
H -1.7226 0.0806 4.8541
H -1.8483 -2.4131 5.0880
H -1.1668 -3.8665 3.1607
C -6.3106 2.5964 0.5880
C -5.0733 1.9965 1.2259
C -5.2783 0.5685 1.6907
O -3.9270 2.1604 0.3547
P -3.4667 1.3350 -0.9167
S -2.3235 2.3728 -2.0468
S -2.6048 -0.4071 -0.2266
O -4.8647 0.8668 -1.5039
C -5.1690 -0.0719 -2.5746
C -5.6161 -1.3773 -1.9522
C -4.0493 -0.2457 -3.5774
H -7.0974 2.6712 1.3408
H -6.6713 1.9799 -0.2331
H -6.1014 3.5964 0.2112
H -4.7885 2.6069 2.0864
H -5.5494 -0.0873 0.8642
H -6.0929 0.5547 2.4169
H -4.3827 0.1685 2.1642
H -6.0200 0.4005 -3.0718
H -4.7829 -1.8830 -1.4647
H -6.0110 -2.0337 -2.7286
H -6.4032 -1.2055 -1.2187
H -3.1764 -0.7177 -3.1259
H -3.7458 0.7047 -4.0106
H -4.4118 -0.8968 -4.3751
```

---

| no. | E_tot (a.u.) |
| --- | --- |
| 1 | -3174.13888 |
| 2 | -3974.47554 |